This record from the OMol25 dataset describes C6H13AlMgO5 as an isolated structure at a distorted geometry. The level of theory is ωB97M-V/def2-TZVPD.

Results
**Expectation value of S²**: 0.75
**ΔE to the lowest compared entry with this formula, charge and spin**: 2.6 kJ/mol
**Highest occupied orbital energy (spin up / spin down)**: -21.6 / -21.6 eV
**Kohn-Sham gap (spin up / spin down)**: 7.47 / 5.00 eV
**LUMO (spin up / spin down)**: -14.1 / -16.6 eV
**Charge**: +3
**Spin multiplicity**: 2

Each line ends with the Mulliken spin population.
Geometry (Å):
Al 0.395 -2.607 0.357  0.6666
Mg 0.311 -0.640 -1.522  0.0212
O -0.883 -2.539 1.923  0.0511
O 1.046 1.097 -2.273  -0.0087
O -0.741 0.616 -0.329  0.0644
O -0.595 -0.230 2.081  0.0018
O 0.925 -0.921 0.519  0.1097
C -0.519 -1.466 2.759  0.0123
C -2.299 -2.665 1.675  0.0154
C -0.662 1.936 -0.826  -0.0024
C 2.261 1.274 -2.998  -0.0009
C 0.708 2.205 -1.426  0.0009
C 0.270 0.043 1.095  0.0401
H -0.849 2.674 -0.030  0.0021
H 0.833 0.969 1.273  0.0108
H -1.439 2.068 -1.596  0.0057
H 2.116 2.039 -3.772  0.0002
H 2.510 0.316 -3.467  0.0007
H -1.226 -1.398 3.592  -0.0002
H 0.699 3.128 -2.024  0.0009
H -2.433 -3.545 1.037  -0.0048
H 0.501 -1.631 3.127  0.0054
H -2.663 -1.768 1.156  0.0052
H 1.483 2.290 -0.647  0.0008
H -2.816 -2.821 2.629  0.0018
H 3.065 1.578 -2.313  -0.0001